# 1
A 7-piece molecular cluster, C7H21N7O14 overall in a non-equilibrium geometry, computed with ωB97M-V/def2-TZVPD.

Positions of all 49 atoms, in Å:
C (-3.053, -2.542, 3.510)
N (-3.501, -3.150, 2.259)
O (-3.004, -4.176, 1.866)
O (-4.319, -2.467, 1.639)
H (-3.529, -1.624, 3.857)
H (-1.981, -2.425, 3.670)
H (-3.317, -3.316, 4.230)
C (2.478, 4.291, 1.530)
N (1.750, 3.317, 2.483)
O (0.531, 3.504, 2.628)
O (2.456, 2.381, 2.897)
H (3.436, 4.624, 1.929)
H (1.850, 5.180, 1.573)
H (2.344, 3.918, 0.514)
C (-0.094, -3.686, -2.903)
N (-0.630, -3.415, -4.246)
O (-0.879, -2.245, -4.538)
O (-0.875, -4.379, -4.931)
H (-0.179, -2.830, -2.233)
H (0.972, -3.871, -3.039)
H (-0.513, -4.609, -2.503)
C (-2.691, 5.011, 0.338)
N (-2.274, 3.933, -0.544)
O (-1.564, 3.084, -0.041)
O (-2.776, 3.928, -1.678)
H (-3.740, 4.849, 0.585)
H (-2.536, 5.873, -0.311)
H (-1.953, 5.086, 1.138)
C (-0.102, 0.048, 1.604)
N (0.338, -0.567, 0.338)
O (0.905, 0.229, -0.432)
O (0.336, -1.760, 0.243)
H (0.782, 0.355, 2.163)
H (-0.632, -0.697, 2.197)
H (-0.686, 0.942, 1.384)
C (2.600, -4.796, 0.007)
N (2.316, -5.619, 1.214)
O (2.599, -5.216, 2.321)
O (1.881, -6.757, 1.072)
H (3.244, -4.034, 0.446)
H (1.671, -4.367, -0.370)
H (2.998, -5.547, -0.676)
C (1.129, 3.077, -2.461)
N (1.572, 3.713, -3.743)
O (2.423, 3.121, -4.473)
O (0.940, 4.698, -4.094)
H (1.752, 3.747, -1.867)
H (1.426, 2.028, -2.450)
H (0.102, 3.157, -2.104)

multiplicity	2
<S²>	0.75
charge	-1


# 2
C18H20BrF4MoN7O4 as an isolated structure, computed with ωB97M-V/def2-TZVPD.

Positions of all 55 atoms, in Å:
Mo (0.101, -0.743, 0.283)
C (-0.484, -3.439, 1.568)
N (-0.776, -2.700, 0.310)
C (-0.400, -3.555, -0.845)
C (-2.246, -2.377, 0.224)
C (-2.594, -1.279, 1.214)
N (-1.506, -0.281, 1.160)
C (-1.614, 0.967, 1.808)
C (-0.564, 1.867, 1.641)
F (0.509, 1.424, 0.868)
C (-0.528, 3.123, 2.184)
F (0.520, 3.902, 1.962)
C (-1.592, 3.543, 2.961)
C (-2.645, 2.677, 3.155)
F (-3.676, 3.044, 3.896)
C (-2.669, 1.403, 2.598)
F (-3.716, 0.619, 2.837)
H (-1.045, -4.375, 1.578)
H (-0.757, -2.848, 2.437)
H (0.578, -3.670, 1.616)
H (-0.972, -4.484, -0.817)
H (0.660, -3.798, -0.777)
H (-0.607, -3.028, -1.771)
H (-2.826, -3.279, 0.422)
H (-2.446, -2.039, -0.791)
H (-2.710, -1.648, 2.233)
H (-3.535, -0.819, 0.919)
H (-1.596, 4.528, 3.410)
N (2.306, -1.417, -1.942)
N (3.535, -1.415, -1.283)
C (3.569, -1.319, 0.045)
N (4.729, -1.344, 0.669)
N (2.352, -1.170, 0.647)
N (2.242, -1.095, 1.991)
O (1.029, -0.926, 2.300)
O (3.124, -1.170, 2.790)
H (2.204, -2.272, -2.478)
H (2.246, -0.625, -2.575)
H (4.401, -1.464, -1.804)
H (5.591, -1.449, 0.154)
H (4.771, -1.260, 1.672)
Br (3.090, 3.425, -2.027)
C (1.268, 3.141, -2.450)
C (0.506, 4.148, -3.019)
C (-0.832, 3.906, -3.308)
C (-1.405, 2.675, -3.031)
C (-0.629, 1.672, -2.461)
C (0.713, 1.907, -2.176)
C (-1.259, 0.365, -2.138)
O (-2.405, 0.084, -2.325)
O (-0.419, -0.544, -1.547)
H (0.951, 5.110, -3.235)
H (-1.428, 4.690, -3.756)
H (-2.446, 2.477, -3.253)
H (1.334, 1.139, -1.740)

multiplicity	3
<S²>	2.05
charge	+2


# 3
C11H11N3O4S in the gas phase, computed with ωB97M-V/def2-TZVPD.

Positions of all 30 atoms, in Å:
C (2.107, 2.365, 1.384)
H (2.297, 3.278, 0.828)
H (1.521, 2.620, 2.263)
H (3.055, 1.936, 1.693)
C (1.344, 1.369, 0.517)
C (0.021, 1.909, 0.114)
N (-0.617, 2.891, 0.672)
C (-1.795, 3.036, -0.007)
C (-1.876, 2.113, -0.997)
N (-0.706, 1.378, -0.935)
S (-0.352, 0.039, -1.899)
O (-1.396, -0.068, -2.861)
O (1.009, 0.118, -2.311)
C (-0.520, -1.268, -0.678)
C (-1.718, -1.375, 0.005)
C (-1.861, -2.327, 1.001)
C (-0.798, -3.159, 1.318)
C (0.402, -3.056, 0.634)
C (0.533, -2.109, -0.373)
N (1.796, -2.061, -1.110)
O (2.728, -1.549, -0.546)
O (1.804, -2.611, -2.180)
H (1.232, -3.704, 0.872)
H (-0.903, -3.896, 2.100)
H (-2.795, -2.414, 1.532)
H (-2.526, -0.710, -0.257)
H (-2.605, 1.897, -1.749)
H (-2.494, 3.798, 0.271)
H (1.194, 0.439, 1.078)
H (1.917, 1.122, -0.378)

SMILES	CCc1nccn1S(=O)(=O)c1ccccc1[N+](=O)[O-]
charge	0


Going through the records in order, we get ΔE to the lowest compared entry with this formula, charge and spin values of 0.826; 0.000; 2.409 eV.